[1]
Below is 2 unconnected molecules or ions with the total composition C6H18N, with properties calculated with the ωB97M-V functional and the def2-TZVPD basis.

- LUMO: -3.5 eV
- Total energy: -7996.5351 eV
- HOMO level: -14.5 eV
- Charge: +1
- Relative energy (zero: lowest compared OMol25 entry of this formula, charge and spin): 25.40 kcal per mole

Last column: Mulliken charge in e.
Geometry (Å):
C: 0.50 2.83 0.22  -0.40
C: 0.98 2.14 1.53  -0.82
N: 0.13 1.83 -0.82  -0.19
H: -0.41 3.27 0.68  0.31
H: 1.14 3.60 -0.22  0.38
H: 2.00 1.80 1.46  0.33
H: 0.43 1.19 1.55  0.16
H: -0.64 1.21 -0.53  0.14
H: -0.26 2.22 -1.68  0.40
H: 0.89 1.20 -1.07  0.31
H: 0.73 2.75 2.40  0.35
C: -0.43 -1.42 -0.51  0.93
C: -1.13 -0.94 0.78  -1.29
C: 1.15 -1.59 -0.28  -1.29
C: -1.01 -2.70 -1.08  -1.69
H: -0.72 -0.73 -1.33  0.24
H: -0.68 -1.27 1.70  0.37
H: 1.68 -0.72 -0.65  0.28
H: 1.18 -1.83 0.78  0.29
H: 1.45 -2.38 -0.93  0.47
H: -0.92 -2.79 -2.16  0.37
H: -0.63 -3.61 -0.58  0.40
H: -2.05 -2.97 -0.81  0.37
H: -2.19 -1.26 0.73  0.35
H: -1.18 0.14 0.84  0.21



[2]
Below is a molecular structure, C20H21BFeN6, with properties calculated with the ωB97M-V functional and the def2-TZVPD basis.

- LUMO (spin up / spin down): 0.7 / 0.5 eV
- Total energy: -65085.3459 eV
- Spin multiplicity: 5
- HOMO level (spin up / spin down): -7.2 / -7.6 eV

Last column: Mulliken charge in e.
Geometry (Å):
H: -0.76 -2.72 -1.34  0.52
N: 0.07 -0.81 -1.72  0.34
B: 0.90 1.35 -2.71  0.00
N: 0.27 -0.05 -2.87  -0.04
C: -0.10 -0.77 -3.93  -0.10
Fe: 0.41 -0.22 -0.04  -0.38
H: 0.02 -0.35 -4.92  0.47
C: -0.57 -2.02 -3.49  -1.21
H: -0.92 -2.84 -4.09  0.40
C: -0.47 -2.00 -2.10  -0.09
H: 0.97 1.95 -3.74  -0.10
C: 3.21 0.40 2.89  -0.82
H: 2.71 0.27 3.85  0.32
H: 2.48 0.26 2.06  -0.11
H: 3.65 1.41 2.87  0.30
N: 2.28 1.08 -2.08  0.25
N: 0.16 2.14 -1.61  0.17
N: 2.42 0.34 -0.91  -0.31
N: -0.01 1.59 -0.34  0.21
C: 3.48 1.50 -2.52  -0.09
C: -0.29 3.40 -1.60  -0.11
H: 3.51 2.12 -3.41  0.44
H: -0.18 3.99 -2.50  0.46
C: 4.45 1.00 -1.67  -1.09
C: -0.82 3.68 -0.34  -1.18
C: 3.75 0.27 -0.68  -0.29
C: -0.62 2.53 0.43  -0.21
H: 5.51 1.14 -1.77  0.39
H: -1.28 4.61 -0.03  0.40
H: 4.16 -0.28 0.16  0.50
H: -0.87 2.32 1.46  0.54
H: 3.98 -0.38 2.74  0.30
C: -4.73 -0.64 1.99  -0.55
C: -4.16 -0.02 0.85  -0.77
C: -2.84 -0.29 0.48  -0.31
C: -2.02 -1.09 1.31  1.26
C: -0.60 -1.22 1.11  -0.32
C: 0.13 -2.14 1.87  -0.11
C: -0.48 -2.83 2.95  -0.83
C: -1.82 -2.64 3.24  -0.76
C: -2.62 -1.78 2.44  0.71
C: -3.98 -1.54 2.74  -0.75
H: -5.77 -0.44 2.28  0.37
H: -4.77 0.66 0.27  0.38
H: -2.46 0.14 -0.45  0.31
H: 1.18 -2.35 1.63  0.44
H: 0.13 -3.50 3.56  0.37
H: -2.27 -3.17 4.09  0.34
H: -4.41 -2.07 3.59  0.35



[3]
Below is a single C2H3Cl3 molecule, with properties calculated with the ωB97M-V functional and the def2-TZVPD basis.

- SMILES: ClCC(Cl)Cl
- LUMO: 0.8 eV
- Total energy: -39689.1520 eV
- HOMO level: -10.6 eV
- Relative energy (zero: lowest compared OMol25 entry of this formula, charge and spin): 22.17 kcal per mole

Last column: Mulliken charge in e.
Geometry (Å):
Cl: 0.09 2.11 -0.77  -0.13
C: 0.73 0.53 -0.30  -0.46
C: -0.48 -0.61 0.27  -0.10
Cl: -1.25 -1.53 -1.04  -0.15
Cl: -1.74 0.23 1.16  -0.14
H: 1.32 -0.15 -0.89  0.36
H: 1.24 0.64 0.68  0.29
H: 0.08 -1.23 0.88  0.34



[4]
Below is a single CH3NOP2S molecule, with properties calculated with the ωB97M-V functional and the def2-TZVPD basis.

- SMILES: c1ns[pH]o[pH]1
- LUMO: -0.3 eV
- Total energy: -34034.5227 eV
- HOMO level: -9.0 eV
- Relative energy (zero: lowest compared OMol25 entry of this formula, charge and spin): 46.40 kcal per mole

Last column: Mulliken charge in e.
Geometry (Å):
C: -0.68 -0.96 0.93  -0.03
N: 0.34 -1.55 0.67  -0.32
S: 1.50 -1.03 -0.47  -0.08
P: 1.58 1.21 -0.56  0.19
O: 0.16 1.57 0.31  -0.32
P: -1.23 0.68 0.22  0.04
H: -1.29 -1.43 1.71  0.40
H: 0.77 1.47 -1.63  0.07
H: -1.14 0.04 -1.18  0.05



[5]
Below is a molecular structure, C4H4AgMgO5, with properties calculated with the ωB97M-V functional and the def2-TZVPD basis.

- LUMO (spin up / spin down): -9.1 / -9.2 eV
- Total energy: -23871.8454 eV
- Spin multiplicity: 2
- HOMO level (spin up / spin down): -15.5 / -15.5 eV
- Charge: +2

Last column: Mulliken charge in e.
Geometry (Å):
O: 3.47 1.07 1.86  -0.42
C: 3.59 -0.15 1.78  0.61
O: 2.84 -0.90 1.10  -0.58
Ag: 2.45 -3.40 1.43  0.91
Mg: 1.69 0.94 0.74  0.94
C: 0.16 1.23 -0.92  -1.57
C: -1.02 1.56 -0.41  0.33
H: 0.51 1.46 -1.93  0.64
H: -1.21 2.48 0.13  0.42
O: -3.06 -1.26 0.06  -0.40
C: -2.01 -0.62 -0.28  0.81
O: -1.20 -1.14 -1.11  -0.38
O: -2.06 0.64 -0.03  -0.18
H: -3.58 -1.56 -0.70  0.42
H: -0.58 -0.35 -1.71  0.47



[6]
Below is a molecular structure, BeF2H14O7, with properties calculated with the ωB97M-V functional and the def2-TZVPD basis.

- LUMO: -0.4 eV
- Total energy: -20401.4886 eV
- HOMO level: -10.5 eV

Last column: Mulliken charge in e.
Geometry (Å):
Be: 0.28 0.99 0.95  0.03
F: -0.20 0.11 -0.15  -0.35
F: 1.13 0.49 2.04  -0.38
O: 1.09 2.40 0.20  -0.34
H: 1.14 3.10 -0.45  0.34
H: 2.02 2.13 0.17  0.33
O: -1.82 -0.94 1.93  -0.60
H: -1.18 -0.96 2.60  0.28
H: -1.69 -1.72 1.43  0.28
O: -2.54 0.20 -1.37  -0.65
H: -1.73 0.21 -0.80  0.39
H: -3.02 -0.47 -0.95  0.30
O: 0.00 -2.23 -1.32  -0.64
H: -0.27 -2.05 -2.20  0.31
H: 0.13 -1.35 -0.92  0.34
O: -1.13 1.76 1.57  -0.29
H: -1.96 1.50 2.05  0.37
H: -1.31 2.62 1.16  0.32
O: 1.76 0.19 -2.80  -0.63
H: 0.81 0.00 -2.83  0.31
H: 2.06 0.20 -1.88  0.30
O: 2.34 -1.74 0.50  -0.58
H: 1.64 -1.90 1.08  0.27
H: 2.44 -2.54 -0.02  0.30